Below is 11 unconnected molecules or ions with the total composition C11H44N22O11 in a non-equilibrium geometry, with properties calculated with wB97M-V/def2-TZVPD.

Output
- HOMO level (spin up / spin down): -11.096 / -11.096 eV
- ΔE to the lowest compared entry with this formula, charge and spin: 229.9 kJ/mol
- E_tot: -2477.69743 hartree
- Total charge: +1
- Expectation value of S²: 0.77
- Largest force on an atom: 7.86 eV/Å
- Multiplicity: 2

Last column: Löwdin spin population.
Element x y z (Å)
C 2.09044 3.19426 1.11495  0.00
O 2.91926 2.27197 1.29085  0.00
N 1.31882 3.26764 0.09365  0.00
N 1.91577 4.29039 1.89660  0.00
H 1.33140 2.49277 -0.55405  0.00
H 0.50970 3.86562 0.18224  0.00
H 1.13707 4.85723 1.59262  0.00
H 2.36191 4.39984 2.79609  0.00
C -1.65028 2.24097 3.20388  0.00
O -0.93414 1.70523 2.42122  0.00
N -2.82596 2.72064 2.97288  0.00
N -1.13248 2.83352 4.19422  0.00
H -3.26796 3.29887 3.67315  0.00
H -3.35389 2.39084 2.17750  0.00
H -0.14722 2.61150 4.20314  0.00
H -1.34117 3.70087 4.66776  0.00
C -1.10331 3.17371 -3.86033  0.00
O -1.96606 2.35678 -3.52668  0.00
N -0.93650 3.62686 -5.03075  0.00
N -0.26031 3.63360 -3.06437  0.00
H -0.15091 4.25651 -5.11131  0.00
H -1.66341 3.51771 -5.72341  0.00
H 0.56825 4.16112 -3.29955  0.00
H -0.35757 3.22861 -2.14425  0.00
C -3.63903 2.79743 -0.68352  0.06
O -4.28803 3.20407 0.21597  0.02
N -4.00069 2.88824 -1.94859  0.33
N -2.52518 2.07631 -0.49838  0.53
H -3.27756 2.65943 -2.61554  0.01
H -4.89368 3.25654 -2.24358  0.01
H -2.37652 1.73695 0.44122  0.01
H -1.84395 1.88356 -1.21871  0.01
C 2.21578 3.47894 5.13459  0.00
O 2.57818 4.48506 4.61480  0.00
N 2.29780 3.19372 6.40108  0.00
N 1.68270 2.46027 4.57143  0.00
H 1.98890 2.29721 6.74886  0.00
H 2.54095 3.89382 7.08727  0.00
H 1.55941 1.64690 5.15738  0.00
H 1.71641 2.39553 3.56407  0.00
C 0.28021 -3.21837 -4.10396  0.00
O 0.22041 -2.36260 -3.28941  0.00
N -0.04670 -4.44220 -3.95464  0.00
N 0.56882 -3.05587 -5.39691  0.00
H -0.54763 -4.65770 -3.10450  0.00
H 0.35366 -5.15256 -4.55064  0.00
H 0.82678 -2.08519 -5.50339  0.00
H 0.79407 -3.78899 -6.05410  0.00
C 0.01114 -2.48250 4.57651  0.00
O -0.22352 -2.76380 5.75003  0.00
N -0.34029 -3.18664 3.55775  0.00
N 0.85287 -1.57581 4.13294  0.00
H 0.35169 -3.02691 2.83959  0.00
H -0.49281 -4.17721 3.68272  0.00
H 1.28099 -1.53500 3.21907  0.00
H 1.07579 -1.04698 4.96405  0.00
C 0.20375 -0.00069 -0.45925  0.00
O 0.29079 1.11939 -1.05998  0.00
N 0.52123 -0.18120 0.76446  0.00
N -0.03668 -1.24791 -0.83010  0.00
H 0.73086 0.56755 1.40908  0.00
H 0.07063 -1.03811 1.05212  0.00
H 0.47518 -1.91158 -0.26650  0.00
H -0.02245 -1.45515 -1.81851  0.00
C -3.15139 -0.89203 -4.20179  0.00
O -3.53917 -2.02245 -4.22652  0.00
N -3.81775 0.11970 -4.68009  0.01
N -1.91376 -0.52976 -3.87879  0.01
H -3.50718 1.07113 -4.54432  0.00
H -4.71678 -0.12838 -5.06777  0.00
H -1.23473 -1.24874 -3.67360  0.00
H -1.79772 0.43675 -4.14803  0.00
C 1.50109 -5.74260 -1.09151  0.00
O 2.71012 -5.59631 -1.25167  0.00
N 0.80056 -6.72578 -1.76641  0.00
N 0.74772 -5.11965 -0.22601  0.00
H 1.11492 -7.23048 -2.58284  0.00
H -0.19977 -6.58646 -1.76122  0.00
H -0.19902 -5.01551 -0.56205  0.00
H 1.31811 -4.53205 0.36516  0.00
C 2.81664 -2.74571 1.36225  0.00
O 1.77939 -3.20334 1.76131  0.00
N 3.69427 -2.05048 1.99031  0.00
N 3.05831 -2.78670 0.12939  0.00
H 3.61907 -1.86923 2.98106  0.00
H 4.45867 -1.70825 1.42580  0.00
H 3.94457 -2.42571 -0.19360  0.00
H 2.51822 -3.21317 -0.60988  0.00


Below is a molecular structure, C2H2O3 in a non-equilibrium geometry, with properties calculated with wB97M-V/def2-TZVPD.

Output
- HOMO level: -11.252 eV
- ΔE to the lowest compared entry with this formula, charge and spin: 133.7 kJ/mol
- E_tot: -303.07944 hartree
- Total charge: 0
- Largest force on an atom: 5.59 eV/Å

Last column: Löwdin charge in e.
Element x y z (Å)
C -0.83442 -0.08071 0.01398  -0.25
C 1.16061 0.05734 -0.03373  -0.37
O 0.01863 -1.12988 0.01348  0.03
O 2.29424 -0.02245 0.02084  0.26
O 0.14650 0.95078 -0.00713  0.10
H -1.37997 0.09527 -0.83901  0.11
H -1.40560 0.12964 0.83157  0.11


Below is a molecular structure, C26H25N3O4PtSSi, with properties calculated with wB97M-V/def2-TZVPD.

Output
- HOMO level (spin up / spin down): -1.166 / -1.385 eV
- ΔE to the lowest compared entry with this formula, charge and spin: 2.5 kJ/mol
- E_tot: -2278.06115 hartree
- Total charge: -2
- Expectation value of S²: 2.07
- Largest force on an atom: 0.16 eV/Å
- Multiplicity: 3

Last column: Löwdin spin population.
Element x y z (Å)
Pt 1.16529 -0.01842 -3.13772  0.02
C -3.57849 3.28448 3.23508  0.00
O -3.41433 2.32899 4.26049  0.03
C -3.19598 1.03425 3.86016  0.07
C -3.26024 0.60297 2.54198  -0.01
C -3.00770 -0.72631 2.23330  0.09
C -2.66488 -1.64876 3.23253  0.03
C -2.62154 -1.19103 4.56059  0.07
C -2.88356 0.12397 4.87064  -0.02
N -2.28922 -2.96134 2.99535  0.51
N -2.43687 -3.37956 1.75194  0.53
C -1.65979 -3.10166 0.71055  0.08
C -2.12571 -3.49004 -0.57180  0.10
C -1.54805 -3.04453 -1.73076  0.04
C -0.44605 -2.15201 -1.73751  0.11
O -0.08060 -1.62036 -2.83323  0.19
C 0.18759 -1.90335 -0.44394  0.04
N 1.34496 -1.22153 -0.45658  0.02
C 1.96497 -0.97713 0.67136  0.00
C 1.47401 -1.40613 1.91288  0.02
C 0.29464 -2.10621 1.94777  0.00
C -0.39881 -2.37495 0.75625  0.04
H -3.66281 4.25111 3.72737  0.00
H -4.48632 3.09767 2.65292  0.00
H -2.72031 3.29608 2.55753  0.00
H -3.47848 1.28554 1.73272  0.00
H -3.03505 -1.03864 1.19899  0.01
H -2.35084 -1.89994 5.33387  0.00
H -2.83098 0.48156 5.89168  0.00
H -3.02402 -4.09524 -0.60454  0.01
H -1.97821 -3.29408 -2.69305  0.00
H 2.90016 -0.42945 0.59455  0.00
H 2.02044 -1.18962 2.82236  0.00
H -0.10312 -2.46498 2.88681  0.00
O 4.20333 2.74294 -3.51006  0.00
C 3.55436 1.73439 -3.22714  0.00
O 2.32706 1.58007 -3.58445  0.00
C 4.24720 0.67004 -2.39463  0.00
C 5.08832 1.14288 -1.39113  0.00
C 5.81265 0.28725 -0.57620  0.00
C 5.70502 -1.08346 -0.78914  0.00
C 4.87826 -1.56687 -1.78680  0.00
C 4.12409 -0.71547 -2.61278  0.00
S 3.08267 -1.41848 -3.84135  0.01
H 5.17266 2.21763 -1.28114  0.00
H 6.45527 0.68037 0.20348  0.00
H 6.25755 -1.77937 -0.16571  0.00
H 4.77444 -2.63387 -1.94171  0.00
C 0.24771 3.03562 -1.63713  0.00
Si -0.46301 1.45384 -2.40668  0.00
C -1.67419 0.83240 -1.06045  0.00
C -1.64543 2.05716 -3.77431  0.00
H -0.53918 3.75290 -1.37594  0.00
H 0.95202 3.50835 -2.32469  0.00
H 0.79799 2.78403 -0.72543  0.00
H -2.39294 1.62736 -0.82365  0.00
H -1.15193 0.56450 -0.13727  0.00
H -2.24034 -0.04476 -1.38985  0.00
H -2.38977 2.76462 -3.38943  0.00
H -2.17339 1.20722 -4.21558  0.00
H -1.08055 2.54737 -4.57139  0.00


- Among the records above, which one has the highest E_tot?
  C2H2O3


- Which value of ΔE to the lowest compared entry with this formula, charge and spin does entry 1 give?
  229.9 kJ/mol